Entry from the Open Molecules 2025 dataset: a structure of composition C28H20F5N6O3ReS in a non-equilibrium geometry (ωB97M-V with the def2-TZVPD basis set).

```
64
C28H20F5N6O3ReS, DFT ωB97M-V with the def2-TZVPD basis set
H 2.32931 -0.91518 5.22745
H -4.60984 -0.00928 4.09993
H 1.54603 -4.97308 -0.51154
F 7.20450 2.43720 0.19275
C -3.39129 0.09781 1.26433
C -4.29184 0.69771 3.33543
S -2.36453 -0.54169 0.09478
C 1.90011 -1.83610 3.33517
C 0.04483 -3.18980 -3.59887
C 3.64116 2.95809 -0.07620
H -6.18384 0.17454 2.34828
Re 0.70660 -0.29219 -0.48172
H -0.36016 -2.69548 -4.46334
C 1.99591 -0.76535 4.20973
C 0.34159 -4.54087 -3.63929
C 0.27937 -2.46893 -2.43054
H 2.13300 -2.85296 3.61829
C 4.10994 0.62829 -0.16714
H 1.71650 1.36429 4.39468
F 3.65191 -0.63638 -0.29790
C 1.65947 0.50047 3.74798
C -0.74368 -0.34880 -3.08995
C 0.81832 -3.11951 -1.30442
H 0.14746 -5.09565 -4.54710
H -1.96774 1.70594 -4.30690
H -5.95898 1.42749 -0.32409
C 1.49607 -1.59925 2.03798
H -4.49781 0.73179 -1.05586
C 1.37708 -2.72000 1.05112
H -4.03965 1.64011 3.82223
C 3.15445 1.65165 -0.19688
O 1.61432 -3.85309 1.38050
O 1.85286 1.44748 -0.32670
F 6.32977 -0.13063 -0.01080
C 5.90734 2.18013 0.07252
N -3.14679 0.18732 2.58294
C 1.12406 -4.47629 -1.36575
N 1.18689 -0.37516 1.58623
F 2.75986 3.96403 -0.07840
H -5.78443 -0.33687 -0.47479
H -5.75982 1.88378 2.20568
C 1.25891 0.65753 2.43680
N 0.98286 -2.25659 -0.19317
H 1.00753 1.63080 2.03876
C 0.87972 -5.17829 -2.53344
C 4.99049 3.22049 0.05694
H -0.19275 2.69562 0.13106
F 5.40884 4.47422 0.17513
O -1.23529 -0.70460 -4.12947
C -5.25364 0.59898 -0.28591
N -4.61243 0.58324 1.00939
N -0.43226 1.29876 -1.37031
C -1.73338 3.26999 -2.81635
H -2.36454 -0.26106 3.02077
H 1.11129 -6.23395 -2.57079
C -5.35164 0.87358 2.23550
H -1.30338 4.51327 -1.10647
C -0.59350 2.52218 -0.85494
C -0.93758 1.04246 -2.58040
C -1.22810 3.53103 -1.55018
C -1.59595 1.99290 -3.33347
C 5.46131 0.87262 -0.03585
N 0.02874 -1.09518 -2.21574
H -2.22357 4.04642 -3.38765
```

The spin multiplicity is 4. As for the net charge: +1. For the highest occupied orbital energy (alpha / beta), the calculation gives -10.650 / -10.791 eV. The gap between HOMO and LUMO (alpha / beta) comes out at 6.81 / 6.48 eV. The calculation puts the largest force on an atom at 0.033 hartree/bohr. The electronic energy is -2608.9009 Eh. Its energy above the lowest of the compared OMol25 structures with the same formula, charge and spin is 29.6 kcal/mol. For the LUMO energy (alpha / beta), the calculation gives -3.84 / -4.31 eV.



Entry from the Open Molecules 2025 dataset: a cluster of 2 separate species, C3H12N2Si in total in a non-equilibrium geometry (ωB97M-V with the def2-TZVPD basis set).

```
18
C3H12N2Si, DFT ωB97M-V with the def2-TZVPD basis set
H 1.37308 0.70336 3.20148
H 0.40802 -2.56328 -2.56056
H -0.22922 -0.03651 3.26225
H -1.90799 -0.85958 -1.08896
H 0.04466 1.73056 3.27686
N -0.97395 0.53070 0.84551
H 1.32286 -1.04423 -2.61279
N 0.15415 0.86796 1.38812
H -1.47397 0.08383 1.59070
C 0.49305 -1.55453 -2.03816
H 0.71239 -1.52684 -1.05624
C 0.39749 0.87771 2.87155
H -1.22103 0.64428 -2.68238
C 1.11410 1.24034 0.61210
H -1.93259 -1.43199 -3.33143
Si -1.25452 -0.71631 -2.28627
H 1.97720 1.75572 1.11637
H 0.99627 1.29879 -0.50816
```

For the highest occupied orbital energy, the calculation gives -7.783 eV. The gap between HOMO and LUMO comes out at 8.58 eV. The calculation puts the largest force on an atom at 0.106 hartree/bohr. The electronic energy is -520.3465 Eh. Its energy above the lowest of the compared OMol25 structures with the same formula, charge and spin is 142.2 kcal/mol. For the LUMO energy, the calculation gives 0.80 eV.



Entry from the Open Molecules 2025 dataset: a cluster of 9 separate species, C15H47NO12 in total in a non-equilibrium geometry (ωB97M-V with the def2-TZVPD basis set).

```
75
C15H47NO12, DFT ωB97M-V with the def2-TZVPD basis set
H 11.63400 55.41900 53.27100
H 16.64400 51.63900 55.92700
O 15.95000 54.18500 52.46500
H 16.81000 57.14200 55.77100
C 17.74300 56.47700 49.11600
O 15.38200 55.51900 58.48000
H 17.89000 55.44900 49.43500
C 11.22100 55.23000 52.25800
C 16.56600 58.88200 52.93200
C 15.41700 50.78700 51.67000
H 13.90500 57.30700 50.63400
H 8.88700 54.32400 52.86200
H 14.70800 56.27900 55.55100
H 17.70600 57.22700 57.37200
H 13.25000 58.06400 55.04300
H 13.36500 54.50900 50.85500
H 14.72100 53.15800 52.65600
O 14.29200 56.83600 56.34800
C 17.73300 57.59100 56.34000
C 11.92700 56.06500 51.32200
H 16.88200 54.53000 57.49900
H 11.67900 57.02900 51.46100
H 9.23700 55.41900 54.33300
H 16.28400 56.10300 50.81300
H 15.82900 50.02800 50.86000
H 18.26000 56.75600 48.27700
H 15.04800 57.72200 53.03100
H 16.20800 51.36700 51.74300
H 16.94200 59.62900 52.20000
H 19.03900 52.44200 54.93100
C 19.14400 55.54100 53.23900
N 13.37400 55.57100 51.08200
H 13.43600 51.12800 50.75400
H 14.74900 58.67400 55.50300
O 14.68500 55.92000 53.28900
H 13.72800 55.74500 52.06700
H 16.94300 58.02800 52.84100
C 14.08000 56.35600 50.12800
H 15.77200 54.96700 49.78500
O 15.74400 54.81900 54.74700
H 15.09400 56.03700 57.67300
H 15.33500 53.48900 58.16500
H 13.34000 58.73600 56.59900
H 16.72900 54.13500 58.94100
H 18.74900 57.22000 56.02800
O 17.88600 58.92000 56.32000
H 16.23000 54.01700 54.88100
C 13.88000 58.17600 55.90000
H 18.42100 55.98600 53.80500
O 17.00800 52.44200 55.54500
H 17.86200 57.21500 49.82000
H 13.67100 56.46400 49.16700
H 17.99600 50.95400 54.61800
H 14.71700 52.33300 50.40700
H 19.78400 54.79000 53.79300
H 16.90900 59.31100 53.89000
H 17.64100 54.73200 52.14500
O 15.20200 58.67900 52.97500
C 14.27900 51.73800 51.13300
O 13.94500 52.56700 52.28600
C 16.07500 54.37300 58.20200
O 18.58200 54.95900 52.09800
C 8.97800 55.26700 53.18500
C 15.55400 55.99200 50.00900
H 11.00800 54.28900 52.00700
H 11.41600 55.91500 50.35200
H 19.74200 56.42600 52.86100
C 17.99600 51.96500 54.57100
O 10.01200 55.85300 52.39500
C 15.46200 55.06800 53.51600
H 17.03100 59.31800 56.46100
H 15.06900 50.14100 52.55800
H 17.43600 52.23400 53.46600
H 8.06000 55.73700 52.93500
O 16.32000 56.67600 49.07400
```

For the highest occupied orbital energy, the calculation gives -9.257 eV. The gap between HOMO and LUMO comes out at 9.53 eV. The calculation puts the largest force on an atom at 0.176 hartree/bohr. The electronic energy is -1556.9432 Eh. Its energy above the lowest of the compared OMol25 structures with the same formula, charge and spin is 130.2 kcal/mol. For the LUMO energy, the calculation gives 0.27 eV.